This record from the OMol25 dataset describes C18H15N5O2 in the gas phase at a distorted geometry. The level of theory is ωB97M-V with the def2-TZVPD basis set.

Atoms and positions in Å:
O 2.062 3.506 0.166
O -0.040 -0.887 -0.943
N -3.999 -0.975 1.488
N 1.122 -4.542 -2.659
N 1.683 0.140 2.618
N 0.991 -5.393 -0.546
N -0.512 2.258 0.481
C 0.851 -4.368 -1.369
C 1.789 2.788 1.397
C -0.140 -1.295 0.385
C 0.060 -2.662 0.517
C 2.599 -0.261 3.234
C 0.425 -3.158 -0.815
C 0.369 -2.015 -1.620
C 0.680 0.544 1.782
C 1.048 -3.430 -3.446
C -0.456 -0.370 1.523
C 0.698 -2.163 -2.937
C -1.757 0.303 1.161
C 0.620 1.836 1.220
C 0.863 4.199 -0.256
C -0.258 3.237 -0.618
C -2.977 2.370 0.339
C -2.967 -0.445 1.336
C -1.712 1.606 0.665
H 1.122 4.770 -1.145
H -3.748 2.035 1.012
H -0.637 -0.993 2.434
H -3.245 2.223 -0.726
H 0.020 2.643 -1.486
H 0.673 -1.305 -3.577
H 1.409 -6.232 -0.925
H 0.508 4.896 0.487
H 2.674 2.224 1.690
H 1.242 -5.127 0.398
H -2.813 3.451 0.515
H -1.132 3.847 -0.908
H 1.300 -3.525 -4.492
H 1.569 3.507 2.194
H 0.015 -3.235 1.423

The highest occupied orbital energy is -7.83 eV. The relative energy (zero: lowest compared OMol25 entry of this formula, charge and spin) comes out at 37.5 kcal per mole. The calculation puts the orbital gap at 0.284 hartree. The lowest unoccupied orbital energy comes out at -0.0036 Ha.